Below is the molecule C9H9ClO in a non-equilibrium geometry, with properties calculated with ωB97M-V/def2-TZVPD.

Last column: Löwdin charge in e.
Positions of all 20 atoms, in Å:
C  -1.1944  -1.8736  -0.9556  -0.055
C  -0.2376  -1.7724  -0.0583  -0.119
C  0.1497  1.0828  -1.8936  -0.114
C  1.8200  1.7276  1.7221  0.038
C  2.3617  0.9291  0.7729  -0.235
C  -1.6540  -0.5106  -1.4305  -0.132
C  0.2380  -0.4022  0.1507  -0.272
C  -0.6200  0.4623  -0.8614  -0.217
C  1.7263  -0.0276  0.0254  -0.648
O  -0.0493  1.1561  -3.0639  0.119
Cl  2.6216  -1.1689  -0.8577  0.747
H  -1.6718  -2.8121  -1.2412  0.115
H  0.0183  -2.6693  0.4025  0.097
H  2.3845  2.4206  2.3164  0.051
H  0.7528  1.5841  2.0170  0.068
H  3.3282  1.1666  0.6565  0.062
H  -1.8739  -0.5065  -2.4669  0.098
H  -2.6912  -0.4226  -1.1334  0.116
H  0.1115  -0.3089  1.2502  0.146
H  -1.1764  1.2429  -0.4583  0.136

Strongest force on any atom ... 3.8 eV Å⁻¹
Relative energy (zero: lowest compared OMol25 entry of this formula, charge and spin) ... 4.908 eV
LUMO (spin up / spin down) ... 0.3 / -0.5 eV


Below is a cluster of 6 separate species, C5H24N2O5 in total in a non-equilibrium geometry, with properties calculated with ωB97M-V/def2-TZVPD.

Last column: Löwdin charge in e.
Positions of all 36 atoms, in Å:
C  -1.9883  -2.1829  -0.0167  -0.092
C  -0.6929  -2.9401  0.2491  -0.277
N  0.5043  -2.2140  -0.1464  -0.233
C  1.6984  -3.0773  0.0104  -0.083
C  0.6450  -0.9238  0.5149  -0.215
C  1.8697  -0.1548  -0.0152  -0.229
N  1.5307  1.1479  -0.6660  -0.006
H  -2.1486  -1.9164  -1.0689  0.077
H  -1.9898  -1.2482  0.5505  0.045
H  -2.8826  -2.7551  0.2717  0.077
H  -0.6791  -3.1877  1.3105  0.112
H  -0.7003  -3.8432  -0.3608  0.114
H  1.4287  -4.0145  0.5202  0.080
H  2.0862  -3.3308  -0.9760  0.081
H  2.4712  -2.6108  0.6050  0.075
H  0.6777  -1.0701  1.5975  0.111
H  -0.2233  -0.3514  0.2177  0.087
H  2.2180  -0.7748  -0.8515  0.104
H  2.7267  0.0487  0.6342  0.103
H  1.2182  0.9419  -1.6005  0.029
H  0.7989  1.6130  -0.1456  0.050
O  -0.9505  1.1112  -2.6935  -0.074
H  -0.7722  2.0352  -2.4473  0.042
H  -1.7883  1.0045  -2.2010  0.034
O  0.7583  1.0083  3.2508  -0.040
H  0.4088  1.4770  2.4878  0.020
H  1.3225  1.6101  3.7473  0.055
O  -2.8268  2.7623  0.0840  -0.075
H  -3.6822  2.4083  -0.2084  0.046
H  -2.4602  2.0617  0.6460  -0.018
O  2.4760  2.5225  -3.2207  -0.072
H  2.8482  2.4407  -2.3388  0.011
H  2.4769  1.6757  -3.6724  0.031
O  -2.3291  1.0941  2.3370  -0.051
H  -1.4775  1.2571  2.7668  0.019
H  -2.8435  1.8485  2.6608  0.063

Strongest force on any atom ... 1.5 eV Å⁻¹
Relative energy (zero: lowest compared OMol25 entry of this formula, charge and spin) ... 1.885 eV
LUMO ... 0.1 eV


Below is a cluster of 3 separate species, C3H13NO3 in total in a non-equilibrium geometry, with properties calculated with ωB97M-V/def2-TZVPD.

Last column: Löwdin charge in e.
Positions of all 20 atoms, in Å:
C  2.0982  1.6809  -0.8275  -0.212
N  1.2703  0.4727  -0.6049  -0.176
C  0.7282  0.4431  0.6967  -0.316
C  0.3552  -0.9896  1.2853  -0.240
O  0.8099  -2.0412  0.3887  -0.155
H  3.0420  1.6574  -0.2664  0.070
H  1.4794  2.5659  -0.6066  0.053
H  2.4009  1.5492  -1.8500  0.047
H  0.5823  0.2962  -1.3664  0.057
H  1.4076  0.7368  1.5312  0.107
H  -0.0596  1.1840  0.8539  0.074
H  0.8179  -1.1128  2.2871  0.102
H  -0.7239  -1.2051  1.1869  0.074
H  1.2445  -1.4610  -0.2979  0.059
H  -2.4253  -1.5950  0.1126  -0.042
H  -1.6885  -2.8819  -0.0493  0.001
O  -2.5403  -2.4789  -0.1854  -0.100
H  -2.1524  1.2985  -0.8709  -0.058
H  -3.6765  0.8905  -1.0416  -0.022
O  -2.9699  0.9902  -0.3755  -0.321

Strongest force on any atom ... 3.4 eV Å⁻¹
Total charge ... -1
Relative energy (zero: lowest compared OMol25 entry of this formula, charge and spin) ... 0.916 eV
2S+1 ... 2
LUMO (spin up / spin down) ... 3.9 / 3.7 eV


Below is a cluster of 2 separate species, C4H10NO in total in a non-equilibrium geometry, with properties calculated with ωB97M-V/def2-TZVPD.

Last column: Löwdin charge in e.
Positions of all 16 atoms, in Å:
C  -0.2566  -1.4394  0.3937  -0.477
O  -0.8373  -0.4403  1.1151  -0.332
C  1.1444  -1.1560  -0.2039  -0.282
C  1.1172  0.0110  -1.1781  -0.143
H  -0.8768  -1.8198  -0.4626  0.083
H  -0.1118  -2.3231  1.0559  0.076
H  1.5108  -2.0785  -0.6804  0.082
H  1.8286  -0.9144  0.6152  0.090
H  2.0975  0.2178  -1.6269  0.050
H  0.7741  0.8835  -0.6278  0.027
H  0.4421  -0.1570  -2.0259  0.062
C  -1.4918  1.4599  0.5893  -0.265
N  -0.6253  2.4275  0.5233  -0.067
H  -1.8630  0.9753  -0.3056  0.056
H  -2.1069  1.3318  1.4794  0.057
H  -0.7452  3.0217  1.3393  -0.018

Strongest force on any atom ... 1.1 eV Å⁻¹
Total charge ... -1
Relative energy (zero: lowest compared OMol25 entry of this formula, charge and spin) ... 1.168 eV
LUMO ... 4.6 eV


Below is a structure of composition C18H11F5N2O7RhSeSi, with properties calculated with ωB97M-V/def2-TZVPD.

Last column: Löwdin charge in e.
Positions of all 46 atoms, in Å:
Rh  1.5671  0.9962  -0.1676  0.896
O  0.0221  0.5700  3.5806  0.054
C  0.2974  0.3978  2.4076  -0.576
O  1.2689  1.0065  1.8061  -0.148
C  -0.4880  -0.6520  1.6307  -0.037
C  -1.6227  -1.1335  2.2572  0.073
C  -2.3844  -2.1361  1.6842  -0.136
C  -2.0153  -2.7186  0.4863  0.076
C  -0.8711  -2.2661  -0.1202  -0.059
C  -0.0912  -1.1971  0.3864  -0.243
O  0.9267  -0.8059  -0.3359  -0.174
N  -0.4783  -2.9331  -1.3657  -0.346
O  0.6936  -3.1971  -1.5267  0.098
O  -1.3697  -3.2215  -2.1458  0.072
N  -3.5889  -2.6100  2.3571  -0.361
O  -3.9185  -2.0644  3.3924  0.070
O  -4.2114  -3.5196  1.8354  0.056
H  -1.8907  -0.7109  3.2145  0.132
H  -2.6045  -3.5032  0.0372  0.133
C  -3.1547  2.8767  -3.0791  -0.194
Si  -2.7783  3.0604  -1.2545  0.404
C  -2.7165  4.8774  -0.8035  -0.195
C  -4.0989  2.2008  -0.2458  -0.190
C  -1.1635  2.2985  -0.8915  -0.178
C  -0.0887  1.7937  -0.6340  -0.289
H  -4.1224  3.3184  -3.3296  0.024
H  -3.1766  1.8223  -3.3608  0.030
H  -2.3877  3.3659  -3.6824  0.028
H  -3.6729  5.3654  -1.0076  0.024
H  -1.9417  5.3908  -1.3761  0.027
H  -2.4878  5.0023  0.2564  0.029
H  -5.0855  2.6314  -0.4348  0.025
H  -3.8856  2.2867  0.8214  0.030
H  -4.1381  1.1376  -0.4915  0.028
F  6.8053  -2.7735  -2.1099  0.118
C  5.8097  -1.8859  -2.1789  -0.141
C  5.2281  -1.3976  -1.0239  -0.145
F  5.6640  -1.8095  0.1681  0.124
C  4.1987  -0.4827  -1.1243  -0.223
F  3.6798  -0.0320  0.0519  0.012
C  3.7033  -0.0170  -2.3303  -0.487
Se  2.2531  1.2171  -2.4708  0.771
C  4.3157  -0.5286  -3.4678  -0.258
F  3.9063  -0.1361  -4.6790  0.074
C  5.3493  -1.4443  -3.4066  -0.144
F  5.9075  -1.9118  -4.5271  0.116

Strongest force on any atom ... 0.2 eV Å⁻¹
Total charge ... -1
Relative energy (zero: lowest compared OMol25 entry of this formula, charge and spin) ... 0.000 eV
LUMO ... 1.4 eV


Below is a cluster of 17 separate species, C20H74N16O17 in total in a non-equilibrium geometry, with properties calculated with ωB97M-V/def2-TZVPD.

Last column: Löwdin charge in e.
Positions of all 127 atoms, in Å:
C  -7.4160  15.6830  14.6910  -0.075
C  -8.0200  14.3550  14.4070  -0.348
O  -8.7770  14.4480  13.2230  -0.105
H  -7.5080  16.2540  13.7660  0.071
H  -6.4660  15.6350  15.1490  0.057
H  -8.1620  16.1810  15.4210  0.114
H  -8.6530  13.9720  15.2000  0.100
H  -7.2170  13.7180  14.1140  0.078
H  -9.5770  13.8980  13.3250  0.076
C  -8.9530  11.5250  15.7670  -0.108
C  -7.9410  12.0280  16.7730  -0.290
O  -8.4000  11.4430  17.9820  -0.057
H  -9.9540  11.9970  15.7790  0.092
H  -9.0670  10.4330  15.8630  0.053
H  -8.5620  11.7590  14.7480  0.055
H  -7.9190  13.0570  16.8200  0.074
H  -6.9800  11.6200  16.4640  0.092
H  -8.1660  10.5420  18.0390  0.051
C  -7.8160  11.7090  11.5410  -0.013
C  -7.2460  10.4870  10.7810  -0.300
O  -6.7390  9.6190  11.7080  -0.098
H  -8.4720  11.3070  12.3560  0.090
H  -8.2080  12.4190  10.8520  0.042
H  -6.9660  12.2050  11.9760  0.031
H  -6.4930  10.8870  10.0910  0.103
H  -7.9230  10.0690  10.0770  0.083
H  -7.4700  9.1380  12.1130  -0.002
C  -12.4060  12.4750  13.9340  -0.616
O  -12.9120  11.6670  15.0130  -0.200
N  -13.0880  13.5340  13.6930  0.164
N  -11.3310  12.2280  13.2800  0.175
H  -13.9840  13.6570  14.1860  0.143
H  -12.7000  14.1200  13.0220  0.083
H  -10.7920  11.3700  13.4170  0.042
H  -11.2840  12.5870  12.3250  0.085
C  -8.4590  9.0820  6.0220  -0.639
O  -9.1200  10.1820  5.6620  -0.075
N  -7.6570  9.0810  7.0620  0.159
N  -8.4520  7.9380  5.4810  0.168
H  -7.3580  9.9500  7.4970  0.058
H  -7.1950  8.1410  7.0510  0.139
H  -8.8380  7.7930  4.5690  0.124
H  -8.2230  7.0260  5.9080  0.144
C  -4.6920  11.4680  13.7770  -0.533
O  -5.9540  11.3650  14.3700  -0.121
N  -3.7130  12.1440  14.2670  0.220
N  -4.3810  10.8950  12.6320  0.126
H  -3.9280  12.7320  15.0710  0.143
H  -2.8240  11.9680  14.0750  0.069
H  -5.2390  10.3120  12.3050  0.127
H  -3.4400  10.7040  12.1970  0.176
C  -7.1760  12.7260  7.3310  -0.666
O  -6.5670  11.5070  7.5390  -0.115
N  -8.1880  12.8640  6.6180  0.222
N  -6.6450  13.7820  7.7500  0.184
H  -8.5310  11.9890  6.2670  0.077
H  -8.7930  13.6550  6.5900  0.131
H  -5.8230  13.6630  8.4250  0.090
H  -7.2370  14.5850  7.8460  0.091
C  -6.2910  8.1420  15.2150  -0.622
O  -4.9520  8.3840  15.2110  -0.036
N  -7.2690  8.9200  14.9810  0.137
N  -6.7870  6.9600  15.4970  0.161
H  -6.7180  9.8110  14.8580  0.115
H  -8.0500  8.9810  15.6220  0.135
H  -6.1800  6.1940  15.2470  0.107
H  -7.7810  6.6510  15.5220  0.145
C  -6.3950  15.5520  10.5580  -0.560
O  -7.4840  15.6510  9.7130  -0.088
N  -5.2110  15.9010  10.1120  0.095
N  -6.2580  14.9900  11.7510  0.155
H  -5.3520  16.5940  9.3760  0.146
H  -4.2720  15.8570  10.6350  0.182
H  -7.0580  14.5770  12.2480  0.080
H  -5.3820  15.1820  12.3330  0.172
C  -9.6850  8.9640  12.7930  -0.626
O  -10.2490  9.8230  13.6670  -0.086
N  -10.2870  8.6260  11.6900  0.185
N  -8.5480  8.4190  12.8720  0.142
H  -11.2660  8.9550  11.4190  0.159
H  -9.8130  8.2790  10.8420  0.058
H  -8.0290  8.6490  13.8450  0.070
H  -8.2700  7.6390  12.2770  0.098
C  -4.0740  12.7890  9.7490  -0.638
O  -3.3450  11.6240  9.4280  -0.151
N  -4.1280  13.7560  8.9220  0.111
N  -4.7020  12.8070  10.8760  0.178
H  -3.5320  13.5240  8.0940  0.164
H  -4.5080  14.7540  9.1210  0.091
H  -4.5150  12.0350  11.5590  0.040
H  -5.4790  13.4410  11.0870  0.058
C  -4.6290  8.8640  9.1060  -0.169
O  -5.7240  8.1680  9.5690  -0.125
H  -4.8970  9.7600  8.5900  0.046
H  -4.1540  8.1910  8.3810  0.085
H  -3.8470  8.9960  9.9230  0.093
H  -6.1160  8.7400  10.1710  -0.021
C  -10.4370  10.4110  8.5080  -0.144
O  -10.9780  11.3360  7.5780  -0.121
H  -10.8950  9.4220  8.3620  0.086
H  -10.8430  10.7370  9.4780  0.070
H  -9.3900  10.5450  8.5290  0.048
H  -10.7320  10.9790  6.7250  0.037
C  -4.5220  6.8430  12.3010  -0.092
O  -3.7660  8.1030  12.4240  -0.106
H  -3.8090  6.0470  12.3290  0.079
H  -5.0480  6.7520  11.3370  0.061
H  -5.2770  6.8370  13.0740  0.040
H  -4.3120  8.8050  12.2410  -0.050
C  -10.0920  6.9580  9.0420  -0.160
O  -9.0370  7.8200  9.3180  -0.163
H  -10.5130  7.0440  8.0350  0.091
H  -10.9960  7.1630  9.6220  0.081
H  -9.7370  5.9930  9.3490  0.076
H  -8.5240  7.9830  8.5260  0.039
C  -7.2370  5.1650  12.2060  -0.115
O  -7.4920  6.2670  11.3640  -0.139
H  -7.1930  5.5770  13.1970  0.051
H  -6.3130  4.6830  11.9360  0.084
H  -8.1140  4.5020  12.0730  0.100
H  -7.5480  5.9940  10.4820  0.054
C  -10.1470  13.8140  9.8830  -0.180
O  -11.2910  13.1520  10.3270  -0.114
H  -9.5270  14.4560  10.5660  0.078
H  -10.4460  14.4250  9.0530  0.075
H  -9.3550  13.2080  9.4540  0.045
H  -11.6200  12.4600  9.7450  0.065

Strongest force on any atom ... 11.3 eV Å⁻¹
Relative energy (zero: lowest compared OMol25 entry of this formula, charge and spin) ... 4.089 eV
LUMO ... -0.3 eV